Record 1
Computed, not measured: C13H21N2O3SScTe as an isolated structure, with ωB97M-V with the def2-TZVPD basis set.

CARTESIAN COORDINATES (ANGSTROEM)
Te  -2.60  -1.87  1.16
Sc  -0.10  -0.19  0.44
S  2.71  1.80  1.28
O  0.06  0.54  -1.29
O  0.72  2.50  -2.15
O  1.32  1.05  1.06
N  0.87  -2.20  0.39
N  -1.70  1.50  0.31
C  -1.20  2.38  -0.68
C  2.44  3.48  0.82
C  -2.90  3.97  -0.16
C  -2.75  1.85  1.03
C  3.58  -4.36  0.07
C  -3.36  3.04  0.80
C  3.69  1.21  -0.12
C  -1.77  3.63  -0.92
C  1.39  -3.17  0.11
C  -2.38  -3.63  0.07
C  2.16  -4.28  -0.42
C  -3.84  -0.87  -0.21
C  0.02  1.85  -1.46
H  1.66  -5.22  -0.24
H  -3.07  1.24  1.85
H  -3.28  -4.23  0.07
H  -3.27  -0.68  -1.17
H  3.80  -3.70  0.88
H  -1.64  -4.16  0.75
H  1.79  3.76  1.69
H  3.82  -5.43  0.37
H  -4.64  -1.57  -0.40
H  -1.43  4.43  -1.59
H  -3.41  4.89  -0.42
H  2.14  -4.19  -1.52
H  -4.19  3.32  1.37
H  -4.34  0.01  0.19
H  4.17  0.23  0.17
H  3.20  1.19  -1.07
H  1.99  3.65  -0.18
H  3.42  3.98  0.98
H  4.27  -4.07  -0.73
H  -1.86  -3.55  -0.87
H  4.50  1.87  -0.28

As for the energy above the lowest of the compared OMol25 structures with the same formula, charge and spin: 1.7 kJ/mol. Its charge is +2.

Record 2
Computed, not measured: one molecule with the formula C7H11BO2, with ωB97M-V with the def2-TZVPD basis set.

CARTESIAN COORDINATES (ANGSTROEM)
O  -0.04  2.30  2.21
O  1.12  3.99  1.16
C  0.75  -0.64  0.24
C  -0.80  -0.71  -0.18
C  2.03  1.74  0.81
C  -0.98  -1.36  -1.65
C  1.01  2.80  1.39
C  -1.92  -2.63  -1.51
C  -2.72  -3.51  -1.22
B  1.29  0.80  -0.30
H  -0.86  2.51  1.72
H  2.31  1.07  1.69
H  -1.35  0.27  -0.10
H  -1.50  -0.62  -2.33
H  0.04  -1.67  -2.06
H  -3.38  -4.20  -0.62
H  1.15  1.15  -1.42
H  -1.28  -1.46  0.53
H  0.80  -0.64  1.38
H  1.31  -1.52  -0.20
H  2.95  2.25  0.41

As for the energy above the lowest of the compared OMol25 structures with the same formula, charge and spin: 438.1 kJ/mol. Its SMILES is C#CCCCBCC(=O)O.

Record 3
Computed, not measured: a 2-piece molecular cluster, C31H26F4NO overall, with ωB97M-V with the def2-TZVPD basis set.

CARTESIAN COORDINATES (ANGSTROEM)
F  -3.95  -0.39  -4.67
F  1.71  -3.33  -4.31
F  4.96  -0.26  -2.75
F  -3.46  4.10  -3.23
O  0.88  -4.82  2.45
N  0.23  -2.11  2.60
C  1.98  1.86  0.74
C  -1.59  2.64  -3.15
C  -2.78  3.49  1.39
C  1.89  0.48  3.20
C  -1.45  1.99  2.75
C  2.91  2.12  1.75
C  0.94  0.21  2.19
C  -1.84  0.32  -3.85
C  2.04  -2.08  -3.85
C  -0.14  -0.81  2.34
C  -2.99  1.11  1.07
C  1.30  0.15  -3.15
C  -0.40  -4.47  2.96
C  -2.91  2.86  -3.47
C  -1.86  3.28  2.44
C  1.01  -1.15  -3.69
C  3.65  -0.55  -3.07
C  2.69  0.42  -2.89
C  0.36  1.19  -2.89
C  2.86  1.46  2.98
C  -0.86  -3.07  2.55
C  -3.76  1.87  -3.98
C  1.91  -3.89  2.78
C  -1.47  -0.47  2.17
C  -1.00  1.34  -3.29
C  -3.33  2.40  0.70
C  3.37  -1.84  -3.53
C  -1.95  0.89  2.01
C  0.99  0.90  0.98
C  -3.16  0.62  -4.17
C  1.61  -2.48  2.28
H  0.02  -1.41  -4.01
H  2.29  -1.79  2.77
H  2.98  1.43  -2.59
H  -1.33  -3.11  1.55
H  2.11  -3.84  3.87
H  2.80  -4.27  2.25
H  -1.62  -2.76  3.28
H  3.59  1.68  3.78
H  -4.04  2.56  -0.11
H  1.84  -0.07  4.15
H  -2.25  -1.24  2.20
H  -4.80  2.06  -4.21
H  -1.08  -5.21  2.52
H  -3.06  4.51  1.13
H  1.81  -2.41  1.19
H  -0.96  3.47  -2.83
H  -0.76  1.79  3.57
H  -0.44  -4.52  4.07
H  4.14  -2.60  -3.64
H  0.81  2.11  -2.49
H  0.23  0.68  0.23
H  -1.46  -0.66  -4.08
H  -1.45  4.12  3.01
H  2.00  2.37  -0.22
H  -3.49  0.23  0.64
H  3.69  2.87  1.57

As for the energy above the lowest of the compared OMol25 structures with the same formula, charge and spin: 0.0 kJ/mol. Its charge is +1.

Record 4
Computed, not measured: a 2-piece molecular cluster, C42H52Cl2IN2O4 overall, with ωB97M-V with the def2-TZVPD basis set.

CARTESIAN COORDINATES (ANGSTROEM)
I  -1.83  2.46  2.49
Cl  -4.40  1.88  1.98
Cl  1.23  2.17  -3.19
O  3.83  -6.00  -0.34
O  3.79  -9.92  3.29
O  -1.29  0.24  -1.59
O  -0.07  -3.49  1.56
N  -2.57  -3.51  1.53
N  -1.51  3.32  -0.25
C  1.86  3.24  1.47
C  1.64  -5.40  3.19
C  1.56  1.31  -1.54
C  3.03  -7.78  2.69
C  -0.18  3.20  -0.66
C  3.22  -0.59  -2.64
C  0.49  1.69  -0.37
C  3.77  -9.03  2.44
C  5.14  -8.38  -1.01
C  1.59  -6.45  4.11
C  -3.64  1.66  0.27
C  -2.05  2.04  0.30
C  4.49  -9.20  1.17
C  3.80  -6.91  0.48
C  2.38  -5.55  2.01
C  2.29  -7.63  3.87
C  1.42  1.71  0.97
C  5.83  -10.58  -0.30
C  -4.83  6.27  -1.51
C  -3.31  0.09  -3.05
C  -1.12  -0.40  0.70
C  -1.20  -3.02  1.04
C  4.49  -8.19  0.21
C  -6.59  8.54  -1.14
C  5.18  -10.40  0.91
C  -1.25  -1.84  -0.15
C  -4.55  2.39  -0.86
C  -2.97  5.39  0.59
C  2.93  3.98  0.47
C  5.81  -9.58  -1.27
C  1.87  -0.30  -1.71
C  -4.14  6.43  -0.04
C  -0.99  0.91  -0.34
C  3.06  -6.75  1.75
C  -1.95  0.98  -2.62
C  4.45  3.32  0.60
C  5.45  4.03  -0.53
C  -5.88  8.73  0.34
C  -5.84  3.26  -0.23
C  -2.05  4.69  -0.55
C  -4.69  7.70  0.89
C  -6.01  7.28  -2.08
H  2.46  3.05  2.49
H  5.19  -11.19  1.66
H  -6.54  7.16  -3.13
H  -2.80  -3.10  2.46
H  -0.33  -2.06  -0.83
H  0.94  3.90  1.79
H  -4.51  5.40  -2.26
H  -2.08  -0.37  1.36
H  2.24  -8.44  4.59
H  2.61  1.78  -1.20
H  2.45  1.13  0.86
H  2.41  -4.73  1.29
H  -3.33  -3.14  0.88
H  6.54  3.57  -0.50
H  0.99  -0.87  -2.28
H  3.04  -0.39  -3.78
H  -1.10  5.40  -0.69
H  3.03  5.10  0.85
H  -3.08  -0.60  -3.97
H  -3.56  4.67  1.30
H  -2.25  6.10  1.22
H  4.46  2.16  0.42
H  -1.28  0.92  -3.60
H  3.58  -1.70  -2.47
H  -6.26  9.60  1.05
H  1.11  -4.48  3.38
H  4.06  0.10  -2.20
H  1.01  -6.34  5.02
H  5.50  5.19  -0.34
H  2.66  3.92  -0.67
H  6.36  -11.52  -0.50
H  5.13  -7.60  -1.77
H  4.90  3.84  -1.57
H  -7.46  9.25  -1.50
H  -3.99  3.03  -1.66
H  0.91  1.24  1.94
H  -6.38  3.82  -1.13
H  -4.11  0.90  -3.38
H  -0.17  -0.55  1.37
H  -6.59  2.50  0.26
H  -3.72  -0.47  -2.11
H  -5.51  4.07  0.55
H  2.09  -0.74  -0.64
H  -3.70  0.48  0.08
H  0.52  4.01  -1.14
H  -2.55  4.66  -1.64
H  6.31  -9.72  -2.22
H  -2.29  -1.97  -0.66
H  -4.26  7.89  1.97
H  -5.09  1.52  -1.47
H  4.93  3.52  1.66
H  -2.19  2.10  -2.47

Its charge is +1.

How do the records compare in energy? In the order shown, they have -61761.0832 -12205.2605 -46966.7762 -88687.0048 eV.
How do the records compare in highest occupied orbital energy? In the order shown, they have -14.94 -9.99 -9.46 -10.68 eV.